(1)
A single C11H22N2O3 molecule at a distorted geometry. Source: the OMol25 dataset; level of theory: wB97M-V/def2-TZVPD.

Atoms and positions in Å:
C: -3.0656 1.2728 -1.1006
C: -3.4136 0.2566 -0.0430
C: -3.9640 -1.0271 -0.7400
C: -2.2330 -0.0887 1.0298
C: -0.8880 -0.4636 0.4700
N: -0.7794 -1.7930 -0.2386
C: 0.1414 -0.5418 1.6411
O: -0.2422 -0.7500 2.8061
N: 1.4962 -0.5376 1.3619
C: 2.1149 -0.2704 0.0761
C: 2.7120 -1.5674 -0.3190
O: 3.9114 -1.7542 -0.4464
O: 1.8623 -2.6319 -0.4762
C: 3.1056 0.8557 0.2222
C: 3.7547 1.0737 -1.1200
C: 2.3850 2.1483 0.7222
H: -2.2013 0.8557 -1.6635
H: -3.9032 1.5708 -1.7244
H: -2.6432 2.2136 -0.6792
H: -4.2706 0.5906 0.5316
H: -4.8188 -0.7054 -1.2793
H: -4.1982 -1.8364 -0.0576
H: -3.3585 -1.3372 -1.6039
H: -2.0861 0.8633 1.5948
H: -2.6697 -0.7516 1.7804
H: -0.6292 0.3558 -0.2161
H: -1.4008 -2.4626 0.2242
H: -0.9911 -1.7333 -1.1929
H: 2.1571 -0.7099 2.1116
H: 1.3432 0.0454 -0.6456
H: 0.8865 -2.4595 -0.2039
H: 3.7803 0.3919 1.0093
H: 2.9440 1.3617 -1.8115
H: 4.2749 0.2509 -1.5234
H: 4.4332 1.9184 -1.1293
H: 1.5462 2.4693 0.0912
H: 1.8697 1.9515 1.7238
H: 3.0375 2.9753 0.8181

Cartesian forces (eV/Å) of the 6 atoms listed first:
C 1.8 0.6 0.5
C 0.7 -1.9 0.8
C 1.1 0.9 -0.4
C -2.1 1.9 -0.6
C 0.6 -0.5 0.0
N 0.2 0.5 2.4

The total charge is 0. For the energy above the lowest of the compared OMol25 structures with the same formula, charge and spin, the calculation gives 35.9 kcal per mole. The SMILES is CC(C)C[C@H](N)C(=O)N[C@H](C(=O)O)C(C)C. The value obtained for the HOMO-LUMO gap is 10.112 eV. As for the HOMO energy: -9.7 eV.


(2)
34 unconnected molecules or ions with the total composition B2F8H64O32 at a distorted geometry. Source: the OMol25 dataset; level of theory: wB97M-V/def2-TZVPD.

Atoms and positions in Å:
B: -0.1639 0.2070 0.2868
F: -0.7678 -0.0060 -0.9195
F: 1.1567 0.0998 0.1792
F: -0.4398 1.5529 0.6661
F: -0.6201 -0.6662 1.3013
B: -0.1556 -2.6298 -5.8498
F: -0.9182 -3.4519 -6.6544
F: 1.1800 -2.7817 -6.2203
F: -0.5699 -1.3034 -6.1390
F: -0.4068 -2.7541 -4.4801
O: -2.7591 1.4908 -1.7583
H: -2.2506 0.7606 -1.4055
H: -3.4808 1.0750 -2.2300
O: -0.0571 -2.4863 -1.8693
H: -0.4372 -2.6864 -2.7247
H: -0.4905 -1.6772 -1.5975
O: 2.0177 1.7275 2.0081
H: 1.3222 1.3649 1.4595
H: 2.7137 1.9574 1.3925
O: -2.0830 -3.0068 0.3918
H: -1.7058 -2.1286 0.4431
H: -2.8381 -2.9102 -0.1885
O: -0.4420 -3.9293 4.6536
H: -0.0771 -3.2013 4.1506
H: -1.3661 -3.9535 4.4051
O: -0.3467 -5.2432 -1.0038
H: 0.3541 -5.2202 -1.6555
H: -0.5135 -4.3234 -0.7981
O: 4.5617 -1.1425 -1.7912
H: 3.9233 -0.7907 -1.1709
H: 4.3249 -2.0654 -1.8820
O: 0.5643 -2.1084 2.9756
H: 1.3947 -1.6944 3.2106
H: 0.1098 -1.4519 2.4476
O: 1.5157 4.8502 -3.5129
H: 1.6859 4.2593 -4.2464
H: 1.6230 4.3035 -2.7345
O: 1.9237 -0.2135 4.2861
H: 2.5314 -0.0481 5.0070
H: 2.0845 0.4998 3.6683
O: -5.3675 2.6373 1.9455
H: -4.8890 3.1352 1.2826
H: -6.2154 2.4528 1.5415
O: 6.4311 -0.9336 0.7574
H: 6.8705 -1.7354 1.0409
H: 5.6774 -1.2387 0.2523
O: 2.5390 -2.9875 -0.9004
H: 1.6694 -2.7449 -1.2184
H: 2.5775 -3.9378 -1.0083
O: -2.9481 -0.5058 -5.4195
H: -2.0303 -0.7105 -5.5981
H: -3.0182 0.4363 -5.5734
O: -4.8463 0.5788 -3.3263
H: -4.7420 0.3713 -4.2549
H: -5.6409 1.1110 -3.2870
O: 3.7268 1.6307 -0.0098
H: 4.4453 1.0906 -0.3389
H: 3.6758 2.3627 -0.6245
O: -1.8276 2.7602 4.6118
H: -2.5491 2.2619 4.2278
H: -2.1854 3.1104 5.4277
O: 2.8249 -2.4513 -4.1118
H: 2.6681 -1.5316 -3.8976
H: 2.2342 -2.6314 -4.8431
O: -1.4240 3.0433 -3.5527
H: -1.9779 2.5348 -2.9603
H: -0.5718 2.6091 -3.5164
O: -1.0184 5.3318 -1.5441
H: -1.0509 4.5262 -2.0602
H: -0.8009 5.0408 -0.6586
O: -0.2816 4.8031 0.9043
H: 0.1352 5.4950 1.4179
H: -0.2491 4.0317 1.4701
O: -3.9575 0.8498 3.7449
H: -4.2362 1.3744 2.9944
H: -4.2099 -0.0455 3.5189
O: -2.7554 -3.3544 3.3924
H: -2.2182 -3.1613 2.6241
H: -3.4530 -2.6994 3.3681
O: 3.2770 -1.4347 1.1276
H: 2.9433 -2.1782 0.6255
H: 2.7502 -0.6913 0.8345
O: 1.2100 2.2376 -2.0732
H: 1.0189 1.4480 -1.5671
H: 2.0744 2.5143 -1.7690
O: -3.7672 -2.3525 -1.6358
H: -3.9470 -1.6492 -2.2597
H: -4.6239 -2.7412 -1.4589
O: 4.5685 -2.2016 3.6290
H: 4.2766 -1.7819 2.8198
H: 3.8228 -2.7341 3.9057
O: 0.6297 -5.1395 2.0454
H: 1.1617 -5.0549 1.2541
H: 0.1404 -4.3183 2.0945
O: 3.4520 3.8643 -1.4588
H: 4.3856 4.0698 -1.4094
H: 3.0240 4.5762 -0.9832
O: -0.5499 0.5696 5.9729
H: -0.6912 1.4112 5.5395
H: -0.3542 -0.0379 5.2595
O: 0.9850 3.1711 4.1125
H: 0.0629 2.9904 3.9301
H: 1.4509 2.8408 3.3443
O: -3.8043 3.3453 0.0420
H: -3.5997 2.4938 -0.3444
H: -3.0045 3.5979 0.5033

Cartesian forces (eV/Å) of the 6 atoms listed first:
B -1.7 1.3 1.7
F -0.7 -0.7 -1.0
F 2.5 -0.7 -0.9
F -0.3 -0.2 0.2
F -0.9 0.5 -0.9
B -0.8 0.7 -0.8

The total charge is -2. The value obtained for the HOMO-LUMO gap is 8.543 eV. As for the HOMO energy: -5.4 eV.


(3)
A molecular structure, C4H8AgClO at a distorted geometry. Source: the OMol25 dataset; level of theory: wB97M-V/def2-TZVPD.

Atoms and positions in Å:
Ag: -0.6461 -2.2965 -4.5690
Cl: -1.2055 0.2435 -4.2625
C: 0.1161 1.1283 0.2370
C: 0.6064 0.5179 1.5535
C: 0.7891 -0.9488 1.1512
O: -0.2101 -1.1947 0.1619
C: -0.8475 0.0239 -0.2102
H: 0.9123 1.3014 -0.4866
H: -0.4778 2.0393 0.3257
H: -0.1077 0.6287 2.3668
H: 1.5271 1.0561 1.7854
H: 0.5608 -1.5704 2.0204
H: 1.7991 -1.1602 0.7953
H: -1.7421 0.1838 0.4047
H: -1.0742 0.0477 -1.2734

Cartesian forces (eV/Å) of the 6 atoms listed first:
Ag -0.4 1.7 0.3
Cl 0.4 -1.7 -0.2
C -1.3 -0.3 -0.2
C 0.9 0.8 -0.9
C -0.7 0.5 0.9
O 0.2 -0.4 -0.4

The total charge is 0. For the energy above the lowest of the compared OMol25 structures with the same formula, charge and spin, the calculation gives 18.8 kcal per mole. The value obtained for the HOMO-LUMO gap is 7.344 eV. As for the HOMO energy: -9.3 eV.


(4)
2 unconnected molecules or ions with the total composition C6H12N2O at a distorted geometry. Source: the OMol25 dataset; level of theory: wB97M-V/def2-TZVPD.

Atoms and positions in Å:
C: 1.3512 0.9039 1.7270
C: 1.4739 0.9985 0.2353
C: 2.1462 -0.1293 -0.4896
N: 1.2117 2.3106 -0.4782
N: 0.2345 1.6078 -0.4866
H: 0.9118 -0.0515 2.0136
H: 2.3494 0.9680 2.1621
H: 0.7530 1.7196 2.1324
H: 3.1703 -0.2088 -0.1247
H: 1.6374 -1.0735 -0.2913
H: 2.1779 0.0530 -1.5633
C: -2.3452 -0.2417 0.5432
C: -1.3297 -1.1015 -0.1639
C: -1.3485 -0.9994 -1.6669
O: -0.5428 -1.7997 0.4312
H: -3.3443 -0.4325 0.1564
H: -2.1055 0.8042 0.3553
H: -2.3230 -0.4328 1.6134
H: -0.5817 -1.6346 -2.1017
H: -2.3231 -1.2955 -2.0483
H: -1.1735 0.0353 -1.9554

Cartesian forces (eV/Å) of the 6 atoms listed first:
C 0.3 0.4 -0.2
C -2.1 0.6 -1.1
C 0.2 0.4 0.0
N 1.1 -0.2 0.6
N 0.5 -1.1 0.6
H -0.1 0.0 0.0

The total charge is 0. For the energy above the lowest of the compared OMol25 structures with the same formula, charge and spin, the calculation gives 53.3 kcal per mole. The SMILES is CC1(C)N=N1.CC(C)=O. The value obtained for the HOMO-LUMO gap is 10.114 eV. As for the HOMO energy: -9.2 eV.


(5)
15 unconnected molecules or ions with the total composition C30H60Br14Cl16 at a distorted geometry. Source: the OMol25 dataset; level of theory: wB97M-V/def2-TZVPD.

Atoms and positions in Å:
Cl: -3.2919 1.4261 2.5871
C: -3.5480 2.9999 3.3438
C: -2.6354 4.0765 2.8034
Cl: -3.2189 5.6378 3.5176
H: -3.3620 2.8867 4.3931
H: -4.5525 3.2499 3.2178
H: -2.6672 4.1949 1.7382
H: -1.6227 3.8700 3.2452
Cl: -2.2711 5.6776 -0.8145
C: -2.9041 5.2843 -2.4591
C: -2.6244 3.8612 -2.9016
Cl: -0.9067 3.7359 -3.3930
H: -2.6287 6.0653 -3.1709
H: -3.9441 5.3643 -2.2055
H: -3.1807 3.7601 -3.7914
H: -2.9728 3.1610 -2.1814
Cl: 5.3813 -3.5000 -2.0222
C: 3.6880 -4.1035 -1.7041
C: 2.7085 -2.9676 -2.0102
Cl: 2.6723 -2.4004 -3.7685
H: 3.7099 -4.4500 -0.6880
H: 3.6281 -4.9555 -2.3648
H: 3.0235 -2.0389 -1.4516
H: 1.6770 -3.1473 -1.7298
Cl: -5.1785 2.0527 -0.8840
C: -5.7101 0.4021 -0.5922
C: -6.4832 0.2456 0.6785
Cl: -7.9102 1.3003 0.7484
H: -4.8104 -0.2074 -0.4052
H: -6.1161 0.0061 -1.5282
H: -5.8121 0.5486 1.5214
H: -6.8901 -0.7428 0.7691
Cl: 1.8952 1.8253 -4.8736
C: 2.8560 0.9525 -6.1274
C: 2.1611 -0.2233 -6.7309
Cl: 0.7423 0.4055 -7.7336
H: 3.6684 0.5122 -5.5824
H: 3.1861 1.7199 -6.8479
H: 1.7612 -0.8812 -5.9560
H: 2.8818 -0.7758 -7.3600
Cl: -4.8317 -2.7695 -1.4596
C: -4.6629 -4.5014 -0.9735
C: -5.9055 -4.9412 -0.2563
Cl: -6.1631 -3.9565 1.1215
H: -3.8130 -4.5427 -0.2893
H: -4.5199 -5.1612 -1.8265
H: -5.8579 -6.0074 0.0026
H: -6.7388 -4.8790 -0.9382
Cl: 0.4894 -6.2417 0.4680
C: 1.0349 -5.6654 2.0153
C: 0.7126 -4.1889 2.1386
Cl: 1.6274 -3.1781 0.9725
H: 2.1782 -5.8738 2.1528
H: 0.4590 -6.2695 2.6864
H: 1.0099 -3.8408 3.1322
H: -0.3173 -3.8863 2.1282
Cl: -2.2147 0.4165 -1.5270
C: -0.3816 0.1937 -1.5423
C: 0.1099 0.5413 -0.1778
Cl: -0.0526 2.3199 0.0767
H: -0.0190 0.7933 -2.4142
H: -0.2333 -0.8774 -1.8705
H: 1.1462 0.2401 -0.0998
H: -0.4910 0.1346 0.6229
Br: -2.5343 -1.8834 1.7839
C: -2.7432 -1.5702 3.7176
C: -4.1838 -1.6616 4.1047
Br: -4.5337 -1.4818 6.0266
H: -2.2151 -0.6213 3.9011
H: -2.1329 -2.3490 4.1761
H: -4.5972 -2.5864 3.7847
H: -4.7874 -0.8124 3.6661
Br: 0.6392 6.1494 1.1637
C: 1.5776 6.2144 -0.5597
C: 2.9521 5.5258 -0.5458
Br: 3.8045 5.5381 -2.2608
H: 1.6846 7.2712 -0.8573
H: 0.8551 5.7593 -1.2241
H: 2.9157 4.4579 -0.2512
H: 3.6202 6.1359 0.0462
Br: 6.3660 -1.3793 1.2581
C: 5.5665 -2.0492 2.8581
C: 4.9152 -3.3678 2.5670
Br: 3.7173 -3.9633 3.9719
H: 4.8554 -1.2673 3.1252
H: 6.4386 -2.1250 3.5383
H: 5.6325 -4.1877 2.3460
H: 4.3546 -3.2801 1.6307
Br: -1.8659 -2.9167 -4.1265
C: -2.9013 -1.3065 -4.5653
C: -2.2390 -0.1825 -5.2857
Br: -3.5297 1.1705 -6.0151
H: -3.4039 -1.0435 -3.6699
H: -3.7278 -1.6681 -5.2051
H: -1.7757 -0.6366 -6.2143
H: -1.6561 0.4813 -4.6823
Br: 4.5660 1.3391 -0.5249
C: 4.8402 0.9155 -2.3208
C: 6.2978 0.4343 -2.4987
Br: 6.5941 0.1762 -4.4484
H: 4.5890 1.8233 -2.8376
H: 4.1442 0.2222 -2.6296
H: 6.3787 -0.5637 -2.0205
H: 6.9746 1.1799 -2.1169
Br: 1.1038 2.9246 5.1211
C: 1.1907 2.7343 3.2125
C: 2.5338 2.8677 2.6169
Br: 3.9781 1.9938 3.5561
H: 0.5559 3.5154 2.7822
H: 0.7868 1.7746 3.0023
H: 2.7409 3.9509 2.6005
H: 2.5400 2.5291 1.6003
Br: 1.1021 -0.8266 3.5324
C: 1.3480 -0.9747 5.3924
C: 2.8012 -0.7906 5.8756
Br: 2.6285 -0.8084 7.7996
H: 0.9609 -1.8982 5.8234
H: 0.7855 -0.1594 5.8825
H: 3.1369 0.1782 5.4418
H: 3.3903 -1.5885 5.5273

Cartesian forces (eV/Å) of the 6 atoms listed first:
Cl 0.3 -0.2 -0.4
C 0.9 0.2 0.1
C 0.7 -0.1 1.5
Cl 0.3 -0.3 -0.2
H 0.1 -0.1 0.6
H -1.6 0.4 -0.4

The total charge is 0. For the energy above the lowest of the compared OMol25 structures with the same formula, charge and spin, the calculation gives 0.0 kcal per mole. The value obtained for the HOMO-LUMO gap is 10.052 eV. As for the HOMO energy: -10.1 eV.


(6)
2 unconnected molecules or ions with the total composition C4H13NOS at a distorted geometry. Source: the OMol25 dataset; level of theory: wB97M-V/def2-TZVPD.

Atoms and positions in Å:
C: -0.7329 -1.2181 2.0415
N: -0.4338 -0.2512 0.9877
C: 0.9942 -0.2863 0.6113
C: 1.2747 -0.2378 -0.8880
C: 0.5958 0.9319 -1.6114
S: 1.4006 2.4891 -1.1714
H: -1.0015 -2.1684 1.5910
H: 0.1056 -1.3574 2.7243
H: -1.5919 -0.9145 2.6343
H: -0.6439 0.6959 1.2730
H: 1.5421 0.4920 1.1472
H: 1.4702 -1.2005 0.9687
H: 2.3503 -0.0774 -1.0136
H: 1.0068 -1.1663 -1.3888
H: 0.4745 0.7023 -2.6563
H: -0.4072 1.0350 -1.2181
H: 0.3531 3.3206 -1.1963
O: -2.2993 -0.3112 -1.3497
H: -2.7570 0.2897 -0.7519
H: -1.7005 -0.7674 -0.7336

Cartesian forces (eV/Å) of the 6 atoms listed first:
C -0.2 0.2 0.1
N 0.6 -0.2 -0.2
C 0.3 -0.3 0.0
C 0.2 1.1 -0.1
C -0.8 -0.3 1.0
S 0.6 0.2 -0.2

The total charge is 0. For the energy above the lowest of the compared OMol25 structures with the same formula, charge and spin, the calculation gives 18.5 kcal per mole. The SMILES is CNCCCS.O. The value obtained for the HOMO-LUMO gap is 9.693 eV. As for the HOMO energy: -9.0 eV.